ORCA calculation (ωB97M-V with the def2-TZVPD basis set) on a structure of composition C38H49ClF6N2O7PS2Se2Si2TeW at a distorted geometry.

Geometry (Å):
W1 0.619 -0.069 0.102
Se1 -0.226 0.553 2.137
P1 -0.692 3.448 0.902
Se2 0.786 2.436 -0.443
C1 -0.199 5.202 0.597
C2 -0.382 6.090 1.656
C3 -0.066 7.435 1.524
C4 0.452 7.909 0.329
C5 0.646 7.033 -0.731
C6 0.321 5.691 -0.601
C7 -2.295 3.456 -0.007
C8 -2.397 3.519 -1.395
C9 -3.638 3.632 -1.999
C10 -4.791 3.685 -1.223
C11 -4.700 3.598 0.157
C12 -3.455 3.473 0.761
H1 -0.773 5.717 2.597
H2 -0.218 8.109 2.358
H3 0.707 8.956 0.223
H4 1.053 7.395 -1.668
H5 0.473 5.022 -1.439
H6 -1.500 3.458 -2.000
H7 -3.707 3.668 -3.079
H8 -5.760 3.769 -1.700
H9 -5.597 3.617 0.764
H10 -3.379 3.397 1.841
C13 4.450 1.181 1.301
N1 3.102 1.203 1.845
C14 2.807 2.490 2.437
C15 2.929 0.130 2.798
C16 2.943 -1.199 2.110
C17 3.852 -2.136 2.593
C18 3.913 -3.422 2.086
C19 3.057 -3.760 1.059
C20 2.180 -2.813 0.547
C21 2.065 -1.503 1.037
H11 5.200 1.330 2.096
H12 4.556 1.973 0.567
H13 4.643 0.227 0.813
H14 3.455 2.696 3.305
H15 1.765 2.517 2.762
H16 2.955 3.275 1.695
H17 1.970 0.271 3.305
H18 3.708 0.159 3.580
H19 4.519 -1.842 3.396
H20 4.627 -4.136 2.478
H21 3.085 -4.748 0.615
H22 1.578 -3.137 -0.285
F1 2.854 3.245 -3.434
C22 3.648 2.380 -2.817
F2 4.010 2.907 -1.649
F3 4.742 2.211 -3.552
S1 2.773 0.724 -2.605
O1 2.606 0.582 -1.148
O2 3.680 -0.217 -3.193
N2 1.403 0.913 -3.270
S2 1.139 0.714 -4.826
O3 0.607 -0.579 -5.124
O4 2.172 1.264 -5.653
C23 -0.288 1.876 -4.978
F4 -1.358 1.433 -4.334
F5 0.020 3.089 -4.511
F6 -0.597 1.997 -6.275
O5 3.472 -2.727 -2.045
C24 2.687 -3.263 -3.015
C25 3.334 -4.137 -3.888
C26 2.637 -4.815 -4.868
C27 1.264 -4.631 -4.988
C28 0.620 -3.782 -4.114
C29 1.299 -3.080 -3.112
C30 0.426 -2.275 -2.200
O6 -0.758 -2.547 -2.122
O7 1.005 -1.353 -1.467
H23 3.272 -1.785 -1.934
H24 4.403 -4.254 -3.770
H25 3.164 -5.481 -5.540
H26 0.704 -5.146 -5.757
H27 -0.448 -3.626 -4.183
C31 -4.703 0.245 -0.974
Si1 -4.359 -1.015 0.363
C32 -4.000 -0.118 1.968
C33 -5.941 -2.021 0.573
C34 -3.064 -2.330 -0.088
Te1 -1.059 -2.443 0.634
C35 -1.695 -2.495 2.669
Si2 -0.818 -3.719 3.795
C36 -1.879 -3.867 5.341
C37 0.870 -3.077 4.258
C38 -0.688 -5.401 2.978
H28 -5.700 0.668 -0.818
H29 -4.679 -0.208 -1.968
H30 -3.984 1.062 -0.960
H31 -4.758 0.657 2.119
H32 -3.026 0.378 1.921
H33 -4.013 -0.773 2.841
H34 -6.784 -1.372 0.823
H35 -5.844 -2.769 1.364
H36 -6.188 -2.546 -0.353
H37 -2.953 -2.391 -1.168
H38 -3.444 -3.301 0.251
H39 -2.753 -2.763 2.593
H40 -1.646 -1.486 3.089
H41 -2.002 -2.893 5.820
H42 -1.424 -4.543 6.069
H43 -2.874 -4.252 5.104
H44 0.793 -2.293 5.015
H45 1.382 -2.657 3.391
H46 1.501 -3.874 4.659
H47 -1.673 -5.855 2.847
H48 -0.086 -6.075 3.591
H49 -0.217 -5.327 1.996
Cl1 -1.420 0.264 -1.171

Output
Kohn-Sham gap (alpha / beta)	0.232 / 0.231	hartree
total charge	-1
energy relative to the best compared isomer or geometry (same formula, charge and spin)	0.0	kJ/mol
E_tot	-272873.1479	eV
spin multiplicity	1

***

ORCA calculation (ωB97M-V with the def2-TZVPD basis set) on a structure of composition C3H11NO2S2 at a distorted geometry.

Geometry (Å):
N1 -1.313 1.353 -0.465
C1 -0.171 0.524 -0.143
C2 -0.215 -0.029 1.293
O1 -0.147 1.275 2.185
C3 0.006 -0.614 -1.133
S1 1.552 -1.507 -0.825
S2 -3.509 -0.791 -0.442
H1 -2.213 0.824 -0.330
H2 -1.250 2.126 0.189
H3 0.724 1.156 -0.123
H4 -1.054 0.768 2.072
H5 -0.989 -0.813 1.317
H6 0.752 -0.445 1.574
H7 -0.155 -0.407 -2.193
H8 -0.780 -1.363 -0.991
H9 -4.031 -0.109 0.587
H10 4.993 -0.970 -0.559
H11 3.440 -0.626 -1.096
O2 4.359 -0.353 -0.915

Output
Kohn-Sham gap (alpha / beta)	0.233 / 0.147	hartree
total charge	-1
energy relative to the best compared isomer or geometry (same formula, charge and spin)	156.3	kJ/mol
E_tot	-30542.5091	eV
spin multiplicity	2

***

ORCA calculation (ωB97M-V with the def2-TZVPD basis set) on a cluster of 6 separate species, C20H49N4O5 in total at a distorted geometry.

Geometry (Å):
O1 0.182 0.284 0.185
H1 0.227 -0.667 0.309
H2 -0.502 0.470 -0.463
H3 1.022 0.493 -0.230
O2 1.909 0.822 2.483
C1 2.112 1.071 3.635
N1 2.732 2.180 3.965
C2 1.548 0.142 4.732
H4 2.863 2.367 4.949
H5 2.830 2.968 3.341
H6 1.914 -0.884 4.705
H7 0.465 0.069 4.631
H8 1.866 0.511 5.707
O3 -1.227 0.857 -1.697
C3 -1.668 1.707 -2.446
N2 -1.807 2.962 -2.106
C4 -1.909 1.367 -3.873
H9 -1.639 3.242 -1.151
H10 -2.221 3.640 -2.730
H11 -1.674 2.214 -4.517
H12 -2.966 1.129 -3.993
H13 -1.401 0.440 -4.141
C5 0.894 -4.775 1.237
C6 1.283 -3.305 1.008
N3 0.156 -2.540 0.385
C7 -0.221 -3.200 -0.898
C8 -1.041 -2.200 -1.787
C9 -1.044 -2.336 1.300
C10 -0.845 -1.628 2.639
H14 -0.016 -4.833 1.834
H15 1.643 -5.314 1.817
H16 0.631 -5.359 0.355
H17 1.596 -2.964 1.995
H18 2.126 -3.299 0.318
H19 0.618 -3.712 -1.370
H20 -0.971 -3.990 -0.846
H21 -1.564 -2.834 -2.503
H22 -1.886 -1.587 -1.474
H23 -0.448 -1.468 -2.335
H24 -1.597 -3.261 1.462
H25 -1.815 -1.799 0.749
H26 -1.715 -1.344 3.230
H27 -0.329 -0.671 2.567
H28 -0.276 -2.296 3.286
C11 3.799 -0.509 0.433
C12 3.701 0.123 -0.973
N4 2.614 1.055 -0.936
C13 2.187 1.327 -2.444
C14 3.296 2.022 -3.259
C15 2.926 2.313 -0.261
C16 1.762 3.293 -0.128
H29 2.813 -0.815 0.782
H30 4.327 0.158 1.116
H31 4.378 -1.428 0.346
H32 4.659 0.443 -1.382
H33 3.463 -0.721 -1.620
H34 1.883 0.371 -2.872
H35 1.305 1.957 -2.556
H36 4.252 1.510 -3.148
H37 3.102 2.115 -4.327
H38 3.562 3.062 -3.070
H39 3.814 2.767 -0.699
H40 3.244 2.022 0.740
H41 1.932 4.240 0.385
H42 0.880 2.840 0.324
H43 1.441 3.594 -1.126
O4 -2.709 0.721 0.692
C17 -3.907 0.480 0.479
O5 -4.546 -0.670 0.790
C18 -5.941 -0.558 0.485
C19 -6.028 0.581 -0.563
C20 -4.864 1.471 -0.189
H44 -6.430 -0.352 1.437
H45 -6.282 -1.516 0.094
H46 -6.906 1.227 -0.543
H47 -5.858 0.082 -1.517
H48 -5.144 2.327 0.425
H49 -4.557 1.800 -1.181

Output
Kohn-Sham gap	0.349	hartree
total charge	+1
energy relative to the best compared isomer or geometry (same formula, charge and spin)	218.2	kJ/mol
E_tot	-37726.8765	eV
spin multiplicity	1

***

ORCA calculation (ωB97M-V with the def2-TZVPD basis set) on a cluster of 2 separate species, C4H7BrO2 in total at a distorted geometry.

Geometry (Å):
C1 2.205 0.810 -0.046
C2 -1.280 0.222 1.193
C3 -1.239 -0.082 -1.298
C4 -0.665 -0.240 -0.116
O1 2.010 1.235 1.028
O2 0.462 -0.982 0.078
Br1 3.597 -0.502 -0.244
H1 1.821 0.960 -1.003
H2 -0.996 -0.646 1.949
H3 -2.274 0.234 1.108
H4 -0.913 1.209 1.392
H5 -2.308 0.233 -1.335
H6 -0.874 -0.804 -2.097
H7 0.454 -1.648 -0.609

Output
Kohn-Sham gap	0.373	hartree
energy relative to the best compared isomer or geometry (same formula, charge and spin)	141.5	kJ/mol
E_tot	-78397.0606	eV
SMILES string	C=C(C)O.O=CBr
spin multiplicity	1

***

ORCA calculation (ωB97M-V with the def2-TZVPD basis set) on an isolated molecule of C30H28N4O6.

Geometry (Å):
O1 -3.235 -4.287 2.957
C1 -2.621 -3.541 2.247
O2 -3.093 -2.413 1.722
C2 -4.297 -1.847 2.251
C3 -3.902 -0.572 2.948
C4 -3.641 0.570 2.200
C5 -3.192 1.723 2.819
C6 -2.990 1.739 4.189
C7 -3.236 0.600 4.937
C8 -3.687 -0.554 4.319
H1 -3.862 -1.446 4.900
H2 -3.072 0.606 6.004
H3 -2.639 2.639 4.673
H4 -2.990 2.607 2.231
H5 -3.785 0.550 1.130
H6 -4.958 -1.655 1.402
H7 -4.759 -2.563 2.936
C9 -1.168 -3.740 1.804
N1 -0.540 -2.463 1.566
C10 -0.499 -1.579 2.580
O3 -0.689 -1.861 3.755
C11 -0.193 -0.182 2.211
C12 -0.110 0.563 1.045
N2 0.104 1.876 1.363
C13 0.144 1.933 2.664
N3 -0.029 0.720 3.222
H8 -0.084 0.454 4.195
H9 0.302 2.831 3.228
C14 -0.220 0.161 -0.363
O4 -0.388 -0.997 -0.738
N4 -0.151 1.203 -1.206
C15 -0.093 1.044 -2.633
C16 1.293 0.587 -3.108
O5 1.540 0.297 -4.247
O6 2.169 0.580 -2.109
C17 3.481 0.118 -2.415
C18 3.565 -1.384 -2.535
C19 4.632 -1.951 -3.220
C20 4.742 -3.326 -3.327
C21 3.783 -4.145 -2.756
C22 2.717 -3.584 -2.076
C23 2.608 -2.208 -1.961
H10 1.768 -1.781 -1.434
H11 1.962 -4.215 -1.631
H12 3.866 -5.218 -2.844
H13 5.574 -3.757 -3.863
H14 5.377 -1.312 -3.673
H15 4.102 0.472 -1.586
H16 3.818 0.584 -3.348
H17 -0.794 0.249 -2.918
C24 -0.465 2.359 -3.342
C25 0.504 3.444 -2.962
C26 1.687 3.610 -3.672
C27 2.611 4.565 -3.285
C28 2.364 5.366 -2.184
C29 1.184 5.216 -1.476
C30 0.260 4.261 -1.864
H18 -0.667 4.163 -1.315
H19 0.981 5.843 -0.621
H20 3.086 6.110 -1.882
H21 3.526 4.685 -3.847
H22 1.882 2.988 -4.533
H23 -0.434 2.180 -4.417
H24 -1.481 2.635 -3.055
H25 0.121 2.092 -0.804
H26 -0.521 -2.090 0.611
H27 -0.654 -4.274 2.609
H28 -1.137 -4.337 0.892

Output
Kohn-Sham gap	0.352	hartree
energy relative to the best compared isomer or geometry (same formula, charge and spin)	7.5	kJ/mol
E_tot	-49812.8453	eV
SMILES string	O=C(CNC(=O)c1[nH]cnc1C(=O)N[C@@H](Cc1ccccc1)C(=O)OCc1ccccc1)OCc1ccccc1
spin multiplicity	1

***

ORCA calculation (ωB97M-V with the def2-TZVPD basis set) on a cluster of 2 separate species, C4H5FOS in total at a distorted geometry.

Geometry (Å):
C1 -1.520 -0.036 0.385
C2 -1.764 1.059 -0.351
C3 -0.056 -0.353 0.547
C4 0.776 0.651 -0.181
O1 1.977 0.577 -0.212
F1 2.892 -1.899 -0.591
S1 -0.304 1.962 -0.737
H1 -2.222 -0.625 0.758
H2 -2.755 1.469 -0.877
H3 0.197 -0.402 1.637
H4 0.073 -1.477 0.332
H5 2.705 -0.925 -0.709

Output
Kohn-Sham gap	0.354	hartree
energy relative to the best compared isomer or geometry (same formula, charge and spin)	26.1	kJ/mol
E_tot	-19828.3157	eV
SMILES string	O=C1CC=CS1.F
spin multiplicity	1

***

ORCA calculation (ωB97M-V with the def2-TZVPD basis set) on an isolated molecule of C5H10O2 at a distorted geometry.

Geometry (Å):
C1 0.231 -1.567 1.990
O1 0.234 -0.874 0.758
C2 -0.248 0.475 0.882
C3 -0.341 1.206 -0.451
C4 0.810 1.255 -1.417
C5 -0.336 0.442 -1.874
O2 -0.411 -0.925 -1.933
H1 0.883 -1.078 2.729
H2 0.602 -2.581 1.810
H3 -0.782 -1.633 2.419
H4 -1.234 0.447 1.365
H5 0.429 1.001 1.588
H6 -1.340 1.363 -0.982
H7 1.051 2.193 -1.911
H8 1.658 0.596 -1.251
H9 -0.872 0.913 -2.710
H10 -0.336 -1.234 -1.013

Output
Kohn-Sham gap	0.338	hartree
energy relative to the best compared isomer or geometry (same formula, charge and spin)	426.6	kJ/mol
E_tot	-9438.6221	eV
SMILES string	COC[C@H]1C[C@H]1O
spin multiplicity	1

***

ORCA calculation (ωB97M-V with the def2-TZVPD basis set) on a structure of composition C35H20AsCl2F5IN2Tc at a distorted geometry.

Geometry (Å):
Tc1 0.493 -0.971 0.622
F1 -2.756 -1.305 2.515
C1 -1.630 -1.070 3.202
C2 -0.439 -0.914 2.530
C3 0.676 -0.704 3.315
F2 1.846 -0.597 2.569
C4 0.683 -0.626 4.687
F3 1.796 -0.419 5.379
C5 -0.541 -0.780 5.328
F4 -0.602 -0.712 6.647
C6 -1.694 -1.009 4.588
F5 -2.850 -1.172 5.216
Cl1 -2.757 -1.969 -2.152
C7 -1.273 -2.602 -2.737
C8 -1.236 -3.491 -3.789
C9 -0.020 -3.977 -4.246
C10 1.176 -3.560 -3.672
C11 1.144 -2.677 -2.619
Cl2 2.610 -2.114 -1.892
C12 -0.084 -2.177 -2.086
N1 -0.077 -1.329 -1.055
H1 -2.159 -3.798 -4.261
H2 -0.001 -4.682 -5.066
H3 2.123 -3.919 -4.051
I1 3.628 -6.020 1.724
C13 1.821 -5.101 1.208
C14 0.723 -5.855 0.820
C15 -0.455 -5.188 0.519
C16 -0.496 -3.812 0.606
N2 0.582 -3.084 0.938
C17 1.717 -3.723 1.244
H4 0.781 -6.933 0.760
H5 -1.339 -5.728 0.211
H6 -1.404 -3.258 0.403
H7 2.568 -3.112 1.518
C18 -0.263 4.886 3.271
C19 -1.283 4.728 2.344
C20 -1.226 3.702 1.412
C21 -0.140 2.834 1.413
C22 0.869 2.977 2.361
C23 0.813 4.010 3.283
As1 0.062 1.430 0.086
C24 -1.285 1.851 -1.226
C25 -2.641 1.589 -1.139
C26 -3.483 2.019 -2.155
C27 -2.955 2.681 -3.254
C28 -1.592 2.923 -3.353
C29 -0.741 2.514 -2.334
C30 0.719 2.716 -2.284
C31 1.500 3.330 -3.256
C32 2.868 3.459 -3.066
C33 3.475 2.983 -1.912
C34 2.708 2.358 -0.937
C35 1.343 2.238 -1.125
H8 -0.302 5.699 3.984
H9 -2.125 5.407 2.343
H10 -2.017 3.577 0.684
H11 1.707 2.286 2.369
H12 1.606 4.131 4.008
H13 -3.037 1.055 -0.283
H14 -4.548 1.838 -2.090
H15 -3.616 3.014 -4.043
H16 -1.205 3.430 -4.227
H17 1.047 3.701 -4.166
H18 3.471 3.940 -3.824
H19 4.542 3.094 -1.773
H20 3.178 1.986 -0.034

Output
Kohn-Sham gap (alpha / beta)	0.258 / 0.243	hartree
total charge	+1
energy relative to the best compared isomer or geometry (same formula, charge and spin)	87.8	kJ/mol
E_tot	-149361.7007	eV
spin multiplicity	4